Entry 1:
DFT (ωB97M-V/def2-TZVPD) results for C13H44CuLiN14O13 as an isolated structure.

The geometry in ORCA input format:
```
! wB97M-V def2-TZVPD RIJCOSX def2/J DEFGRID3
* xyz 0 1
Li -0.31 2.02 0.72
Cu 0.18 1.68 -1.95
O -1.86 0.88 1.32
C -1.89 0.03 0.14
C -0.47 -0.44 -0.15
O 0.49 0.59 -0.41
H -2.27 0.62 -0.70
H -2.67 -0.65 0.15
H -0.51 -1.16 -0.97
H -0.03 -1.03 0.70
C 3.91 -2.02 2.74
O 4.03 -2.41 3.90
N 4.97 -1.61 1.91
N 2.74 -2.11 2.05
H 4.88 -1.16 1.01
H 5.94 -1.62 2.23
H 2.78 -1.66 1.15
H 1.91 -2.02 2.61
C -1.24 -1.34 4.37
O -0.32 -0.50 4.19
N -2.22 -1.44 3.38
N -1.31 -2.21 5.40
H -2.19 -0.68 2.72
H -3.00 -2.08 3.53
H -0.47 -2.40 5.88
H -1.98 -2.96 5.46
C -1.04 4.32 -0.88
O -1.18 3.04 -0.82
N -0.30 4.94 -1.92
N -1.66 4.98 0.03
H 0.25 4.34 -2.47
H 0.02 5.81 -1.59
H -1.58 5.97 -0.02
H -2.58 1.55 1.31
C -1.33 -2.18 -5.38
O -0.89 -1.00 -5.43
N -0.54 -3.25 -5.39
N -2.65 -2.35 -5.45
H 0.33 -2.94 -4.90
H -0.94 -4.02 -4.86
H -3.01 -3.30 -5.42
H -3.21 -1.56 -5.66
C 0.53 2.59 -4.84
O 0.77 2.31 -3.70
N 1.29 3.62 -5.40
N -0.37 1.98 -5.55
H 2.14 3.81 -4.88
H 1.42 3.83 -6.39
H -0.96 1.20 -5.36
H -0.72 2.64 -6.26
C -3.93 3.24 2.41
O -5.11 3.08 2.66
N -3.49 2.97 1.08
N -2.91 3.72 3.25
H -2.78 3.45 0.64
H -4.33 3.09 0.52
H -2.59 4.59 2.78
H -3.38 4.17 4.02
C 1.21 3.20 3.44
O 1.82 4.24 3.30
N 0.02 3.05 2.79
N 1.67 2.09 4.12
H -0.32 3.99 2.56
H -0.64 2.41 3.24
H 1.49 1.08 3.99
H 2.59 2.34 4.43
C 2.70 -1.98 -1.55
C 2.51 -1.31 -2.93
O 1.29 -1.56 -3.55
O 2.52 -1.01 -0.47
H 3.77 -2.26 -1.41
H 2.04 -2.80 -1.52
H 3.28 -1.60 -3.63
H 2.71 -0.22 -2.88
H 0.61 -0.89 -3.36
H 1.66 -0.50 -0.47
C 0.28 -4.19 1.11
C 1.19 -5.28 1.58
O 0.54 -6.35 2.29
O -0.61 -3.86 2.19
H -0.29 -4.66 0.28
H 0.94 -3.35 0.78
H 1.93 -4.85 2.30
H 1.71 -5.81 0.74
H -0.13 -5.99 2.90
H -0.87 -2.91 2.22
*
```

Summary:
- LUMO energy: 0.014 eV
- Largest force on an atom: 0.08658 hartree/bohr
- E_HOMO: -8.3 eV


Entry 2:
DFT (ωB97M-V/def2-TZVPD) results for a 9-piece molecular cluster, C13H44O9 overall.

The geometry in ORCA input format:
```
! wB97M-V def2-TZVPD RIJCOSX def2/J DEFGRID3
* xyz -1 2
C 9.92 13.29 9.90
O 11.31 13.21 9.93
H 9.76 13.70 8.90
H 9.51 12.28 9.93
H 9.49 13.98 10.63
H 11.69 13.60 9.13
C 11.42 7.41 11.49
O 11.65 7.37 12.84
H 11.65 8.40 11.09
H 12.10 6.71 11.02
H 10.38 7.20 11.21
H 11.20 8.12 13.24
C 14.09 10.50 6.53
O 13.54 9.46 7.31
H 14.63 10.09 5.68
H 13.25 11.03 6.08
H 14.79 11.16 7.03
H 12.77 9.76 7.80
C 11.20 6.86 7.84
O 10.25 6.29 6.98
H 11.32 6.15 8.65
H 12.06 7.08 7.20
H 10.82 7.77 8.31
H 10.61 5.58 6.45
C 12.55 10.44 14.60
C 11.16 10.66 14.05
C 11.24 11.19 12.61
O 10.41 9.44 14.04
H 13.08 9.67 14.04
H 12.49 10.00 15.59
H 13.16 11.35 14.68
H 10.61 11.35 14.68
H 10.29 11.65 12.34
H 11.38 10.35 11.93
H 12.01 11.93 12.40
H 9.57 9.65 13.63
C 8.26 11.56 6.97
C 8.54 10.99 5.62
C 10.01 10.82 5.25
O 7.88 9.77 5.51
H 8.61 12.59 7.03
H 8.83 11.01 7.72
H 7.23 11.41 7.27
H 8.05 11.68 4.92
H 10.05 10.37 4.26
H 10.53 10.17 5.95
H 10.58 11.75 5.26
H 7.33 9.86 4.73
C 14.62 11.49 10.54
C 15.68 10.41 10.71
C 15.05 9.18 11.38
O 16.01 10.04 9.39
H 13.64 11.08 10.27
H 14.86 12.24 9.79
H 14.47 12.11 11.43
H 16.52 10.75 11.32
H 14.33 8.67 10.73
H 14.42 9.37 12.24
H 15.81 8.49 11.75
H 15.19 10.07 8.89
O 9.27 9.20 10.04
H 8.92 8.52 9.47
H 8.72 9.15 10.83
O 11.42 10.62 8.82
H 11.52 11.50 9.16
H 10.62 10.29 9.22
*
```

Summary:
- LUMO energy (spin up / spin down): 2.540 / 2.401 eV
- Energy relative to the best compared isomer or geometry (same formula, charge and spin): 0.0 kcal per mole
- <S²>: 0.75
- Largest force on an atom: 0.04903 hartree/bohr
- E_HOMO (spin up / spin down): 0.2 / -6.6 eV


Entry 3:
DFT (ωB97M-V/def2-TZVPD) results for a 9-piece molecular cluster, C13H44O9 overall.

The geometry in ORCA input format:
```
! wB97M-V def2-TZVPD RIJCOSX def2/J DEFGRID3
* xyz 0 1
C -1.04 -4.20 3.69
C 0.04 -4.57 2.71
C 0.55 -6.03 2.87
O -0.54 -4.49 1.43
H -1.87 -4.85 3.54
H -1.38 -3.21 3.47
H -0.78 -4.18 4.73
H 0.87 -3.89 2.78
H -0.32 -6.65 2.73
H 1.04 -6.31 3.77
H 1.23 -6.32 2.08
H -0.68 -3.56 1.21
C 0.85 2.67 -2.93
C 0.30 2.83 -1.58
C -0.54 4.14 -1.48
O -0.66 1.81 -1.23
H 1.30 1.66 -3.12
H 1.53 3.49 -3.16
H 0.08 2.75 -3.66
H 1.12 2.85 -0.85
H -0.12 4.86 -2.20
H -0.65 4.67 -0.52
H -1.54 3.99 -1.87
H -0.25 0.91 -1.38
C -1.47 3.52 3.86
C -0.68 2.56 2.96
C 0.70 2.42 3.42
O -1.26 1.19 2.98
H -1.52 3.14 4.86
H -2.35 3.65 3.38
H -0.96 4.46 3.92
H -0.72 2.79 1.87
H 1.26 3.33 3.19
H 1.18 1.66 2.76
H 0.75 2.24 4.52
H -2.17 1.33 2.55
C 3.19 -1.42 0.46
C 2.53 -0.49 1.42
O 1.32 -0.93 2.00
H 3.39 -2.25 1.07
H 4.15 -1.00 0.14
H 2.44 -1.71 -0.34
H 2.20 0.45 0.90
H 3.16 -0.27 2.15
H 1.49 -1.58 2.71
C -1.93 0.97 -5.26
C -1.17 -0.29 -5.54
O -0.28 -0.72 -4.53
H -2.54 0.92 -4.32
H -2.72 1.15 -6.02
H -1.30 1.85 -5.20
H -0.64 -0.11 -6.45
H -1.77 -1.16 -5.82
H 0.64 -0.48 -4.72
O 0.25 -0.73 -1.71
H -0.49 -1.07 -1.13
H -0.13 -0.73 -2.58
O -2.72 1.18 0.53
H -2.10 1.63 -0.05
H -3.40 1.00 -0.12
O -1.13 -1.50 0.67
H -0.37 -1.09 1.12
H -1.84 -0.87 0.90
O 2.52 -0.54 -4.12
H 3.47 -0.24 -4.25
H 2.47 -0.62 -3.21
*
```

Summary:
- LUMO energy: 0.371 eV
- Energy relative to the best compared isomer or geometry (same formula, charge and spin): 11.8 kcal per mole
- SMILES: CC(C)O.CC(C)O.CC(C)O.CCO.CCO.O.O.O.O
- Largest force on an atom: 0.08962 hartree/bohr
- E_HOMO: -9.7 eV


largest force on an atom of number 3 (C13H44O9)?
0.08962 hartree/bohr


What is the formula in the first record?
C13H44CuLiN14O13